A molecular structure, C34H45BCuN6O2 in a non-equilibrium geometry, computed with wB97M-V/def2-TZVPD.

ORCA input file:
```
! wB97M-V def2-TZVPD RIJCOSX def2/J DEFGRID3
* xyz 0 2
Cu -1.437 -0.020 -0.713
O -4.009 -0.991 -0.220
O -2.780 -2.725 -0.719
N 1.564 -0.849 -0.807
N 1.046 -0.457 1.367
N -4.476 2.247 1.466
N -2.320 1.891 1.170
N -2.709 1.214 -1.599
N -4.770 1.949 -1.566
C 1.837 -1.931 -3.028
C -1.511 -3.280 -1.018
C 0.361 -3.044 2.802
C 1.674 1.767 -1.986
C -0.407 0.017 4.787
C -3.491 1.928 0.580
C 1.718 2.297 1.848
C -0.030 1.319 5.052
C -0.087 -0.620 3.588
C 1.010 1.433 2.878
C 0.836 3.491 1.467
C 1.761 0.618 -4.194
C -3.218 1.155 -2.872
C -0.596 -2.048 3.461
C -2.915 -1.398 -0.538
C 0.590 2.764 -2.398
C 2.422 -0.680 1.239
C 1.658 0.493 -2.817
C 0.706 -4.137 -3.302
C 1.990 -1.743 -4.405
C 1.924 -0.498 -4.994
C -2.546 2.184 2.482
C 1.859 -3.774 -1.122
C 1.668 -0.790 -2.226
C -3.668 1.687 -0.828
C 2.728 -0.915 -0.046
C 0.688 2.014 4.098
C -3.878 2.406 2.690
C 3.067 2.404 -2.075
C 1.871 -3.405 -2.605
C 3.089 2.766 2.343
C -1.958 -2.003 2.774
C -4.499 1.602 -2.868
C 0.616 0.107 2.611
B 0.435 -0.530 0.048
H -1.632 -3.943 -1.873
H 0.960 -3.418 -0.620
H 2.804 -3.810 -3.013
H 0.706 4.173 2.309
H -2.624 0.798 -3.696
H -0.296 1.791 5.989
H -2.400 -2.998 2.687
H -1.162 -3.856 -0.159
H -1.845 -1.574 1.783
H 2.161 -2.611 -5.030
H 3.130 3.273 -1.416
H 1.744 1.602 -4.646
H 3.696 1.921 2.672
H -0.151 3.149 1.148
H 3.692 -1.097 -0.493
H 0.550 -2.807 1.760
H -0.224 -3.585 -3.164
H 1.877 1.712 0.946
H -5.223 1.704 -3.656
H 1.298 4.047 0.648
H 0.631 3.641 -1.749
H 2.023 -0.391 -6.067
H -0.753 -2.410 4.482
H 1.886 -4.862 -1.039
H 0.998 3.032 4.302
H -5.464 2.271 1.294
H 0.579 -5.135 -2.880
H -0.396 2.313 -2.288
H 3.284 2.727 -3.095
H -2.646 -1.361 3.329
H 1.316 -3.045 3.332
H -0.792 -2.487 -1.237
H 0.709 3.098 -3.430
H 2.992 3.462 3.178
H -4.441 2.654 3.572
H 3.623 3.274 1.538
H -1.732 2.224 3.186
H 2.723 -3.382 -0.595
H 0.873 -4.239 -4.373
H -0.956 -0.542 5.537
H -0.061 -4.050 2.859
H 1.486 1.515 -0.944
H -5.653 2.283 -1.225
H 3.832 1.687 -1.772
H 3.067 -0.664 2.103
*
```

Calculated values
frontier orbital gap (alpha / beta) = 7.1233 / 7.1872 eV
F_max = 1.033 eV/Å
<S²> = 0.76

Mulliken atomic charge list, values in e, 2 entries:
1. Cu -2.37
2. O -0.63